#P
52
Properties=species:S:1:pos:R:3 method="wB97M-V/def2-TZVPD" orbital_gap_ha=0.3636 total_charge=+1 e_homo_ha=-0.4755 e_lumo_ha=-0.1118 spin_multiplicity=1
O -0.490 3.488 2.176
H 1.986 -0.512 3.555
H -0.150 3.194 0.829
O 2.082 -0.214 4.491
H 5.171 -1.295 1.166
H -2.091 -0.670 -4.600
O 0.197 -0.590 -4.761
H 0.270 0.274 -5.043
H 1.198 3.099 -0.154
O 0.045 -3.961 2.576
H -0.430 -4.750 2.410
H -2.921 2.949 0.053
O 0.438 2.568 0.019
H 3.725 2.816 0.736
O 0.141 0.081 0.679
H -0.253 -0.489 1.368
H -1.311 -2.313 3.264
O 1.353 -1.129 -1.686
H 2.009 -2.804 -1.885
H -1.428 1.010 4.157
O 2.763 2.461 1.047
H -0.743 2.624 2.507
H 3.029 1.692 1.615
O 4.339 -0.755 1.557
H -3.008 -1.312 -3.551
H 4.770 -0.631 2.397
O -1.770 -2.245 2.409
H 1.627 -0.917 -2.496
H -2.768 -2.379 2.559
O -1.316 -2.936 -2.342
H -0.346 3.897 -2.154
H -4.147 0.216 -2.450
O -1.300 -0.005 3.963
H -1.438 -2.915 -1.360
H -1.603 -0.576 4.748
O -0.992 3.680 -1.544
H -1.349 3.912 1.759
H 1.213 -0.751 -5.107
O -3.870 1.038 -2.067
H 1.998 -0.519 -1.184
H 0.472 -0.406 -0.051
O -2.122 2.568 0.477
H -1.581 3.221 -1.997
H 1.396 -0.878 4.771
O -3.104 -0.733 -4.417
H -3.693 1.621 -2.655
H 0.337 -3.575 1.683
O 2.271 -3.459 -2.639
H 3.151 -3.907 -2.509
H 0.681 1.677 0.490
H -0.703 -2.365 -2.716
H -1.732 1.906 -0.095

#Q
52
Properties=species:S:1:pos:R:3 method="wB97M-V/def2-TZVPD" orbital_gap_ha=0.3671 total_charge=+1 e_homo_ha=-0.4606 e_lumo_ha=-0.0935 spin_multiplicity=1
O 0.024 1.692 -1.114
H 0.265 2.586 3.962
H 0.106 2.705 -1.146
O -0.336 -0.507 4.027
H 0.691 -0.948 -3.167
H -1.743 -1.641 2.332
O 2.693 -1.303 -1.211
H 3.366 -1.973 -1.095
H -0.168 -4.348 -1.186
O 1.485 0.807 2.644
H 2.013 0.043 2.636
H -1.321 -2.415 -4.877
O 0.449 -3.732 -1.361
H -2.016 3.702 -0.662
O -2.191 -0.241 -1.467
H -1.293 0.130 -1.686
H 3.156 3.533 0.495
O 0.203 -1.806 0.367
H -2.103 -1.105 -1.354
H 1.581 2.665 -4.331
O -1.132 4.256 -0.791
H -0.845 1.732 -1.481
H -0.626 4.121 -0.066
O -0.098 -1.071 -2.833
H -2.746 -0.659 2.854
H -0.797 -0.864 -3.411
O 2.598 2.772 0.838
H -2.220 2.074 1.157
H 2.343 2.470 -0.029
O 2.283 -1.475 1.997
H -2.883 -2.254 0.202
H 1.023 3.433 2.948
O 1.261 1.868 -3.839
H 2.756 -1.866 2.687
H 1.127 1.291 -4.589
O -3.442 -1.696 0.746
H -3.822 -1.155 0.018
H 0.825 -1.122 -0.066
O 0.281 2.849 3.049
H 0.361 -2.494 -0.255
H -1.664 -0.639 3.712
O -0.564 -2.687 -4.222
H 2.557 -0.820 -1.990
H 0.010 0.241 4.708
O -2.296 -1.492 3.146
H 1.095 1.252 1.889
H 0.211 0.204 3.238
O -1.401 1.663 1.424
H -0.913 1.752 0.689
H 1.264 -4.166 -1.571
H 1.308 -1.723 2.008
H -0.718 -3.638 -3.973

Short version: #P, #Q, most stable first.

#P
18
Properties=species:S:1:pos:R:3 method="wB97M-V/def2-TZVPD" orbital_gap_ha=0.3258 total_charge=+1 e_homo_ha=-0.5014 e_lumo_ha=-0.1756 spin_multiplicity=1
C 2.635 0.171 -0.321
C -1.348 -1.480 -0.929
C -2.259 0.729 0.005
C -0.988 0.949 -0.522
C -1.849 -0.234 -1.157
C 1.493 -0.458 1.555
N 1.527 -0.068 0.189
O -1.016 -2.550 -0.765
H 3.543 0.165 0.178
H 2.610 0.725 -1.330
H -2.322 0.039 0.921
H -3.086 1.445 -0.042
H -1.008 1.877 -1.280
H 0.107 0.651 -0.115
H -2.419 0.002 -1.983
H 0.844 0.198 2.180
H 2.675 -0.739 1.812
H 0.861 -1.421 1.604

#Q
18
Properties=species:S:1:pos:R:3 method="wB97M-V/def2-TZVPD" smiles="C=[NH+]C(=C)CCC=O" orbital_gap_ha=0.2551 total_charge=+1 e_homo_ha=-0.4729 e_lumo_ha=-0.2179 spin_multiplicity=1
C -2.343 0.547 1.409
N -1.005 0.559 1.460
C -0.188 -0.455 0.909
C -0.119 -1.775 1.165
C 0.855 0.357 -0.092
C 0.474 0.442 -1.552
C 1.813 0.217 -2.389
O 2.401 1.191 -2.785
H -3.262 1.074 2.028
H -2.868 -0.260 0.976
H -0.528 1.404 1.919
H 0.629 -2.417 0.661
H -0.765 -2.302 1.904
H 1.037 1.240 0.546
H 1.841 -0.206 0.033
H -0.105 -0.391 -1.971
H -0.064 1.493 -1.770
H 2.196 -0.718 -2.452

Short version: #Q, #P, most stable first.

#P
11
Properties=species:S:1:pos:R:3 method="wB97M-V/def2-TZVPD" orbital_gap_ha=0.3734 e_homo_ha=-0.3435 e_lumo_ha=0.0299 spin_multiplicity=1
H -2.340 1.309 0.050
N -1.336 1.456 0.051
C -0.657 0.388 -0.030
N -1.070 -0.903 -0.091
N 0.732 0.576 -0.149
C 1.710 -0.333 -0.003
O 1.605 -1.531 0.084
H -0.379 -1.638 -0.045
H -2.048 -1.108 0.002
H 1.103 1.539 0.010
H 2.680 0.246 0.122

#Q
11
Properties=species:S:1:pos:R:3 method="wB97M-V/def2-TZVPD" orbital_gap_ha=0.3623 e_homo_ha=-0.3380 e_lumo_ha=0.0243 spin_multiplicity=1
H 2.985 1.206 -0.559
N 2.543 0.512 0.037
C 1.284 0.535 -0.149
N 0.493 -0.323 0.571
C -0.765 -0.492 0.381
N -1.632 0.060 -0.509
O -1.330 -1.357 1.233
H 0.782 1.226 -0.850
H -2.555 -0.336 -0.608
H -1.266 0.555 -1.305
H -0.538 -1.586 1.758

#R
11
Properties=species:S:1:pos:R:3 method="wB97M-V/def2-TZVPD" orbital_gap_ha=0.3594 e_homo_ha=-0.3171 e_lumo_ha=0.0423 spin_multiplicity=1
C -2.280 -0.323 -0.063
N -1.049 -0.402 -0.048
O -0.716 0.898 0.346
C 0.712 1.243 -0.102
N 1.798 0.491 -0.188
N 2.059 -0.770 0.230
H -2.766 -1.343 -0.345
H -2.754 0.560 0.274
H 0.576 2.237 -0.180
H 1.359 -1.437 -0.033
H 3.059 -1.154 0.108

Short version: #P, #Q, #R, most stable first.

#P
11
Properties=species:S:1:pos:R:3 method="wB97M-V/def2-TZVPD" smiles="[H]/N=C/N(O)/C=N/[H]" orbital_gap_ha=0.3480 e_homo_ha=-0.3141 e_lumo_ha=0.0339 spin_multiplicity=1
H 2.980 -0.481 0.294
N 1.991 -0.637 -0.067
C 1.450 0.481 0.087
N -0.012 0.372 -0.054
O -0.639 1.611 -0.101
C -0.855 -0.728 -0.081
N -2.103 -0.397 0.173
H -2.625 -1.222 -0.002
H 1.839 1.443 0.310
H -1.609 1.284 -0.100
H -0.417 -1.726 -0.459

#Q
11
Properties=species:S:1:pos:R:3 method="wB97M-V/def2-TZVPD" orbital_gap_ha=0.3671 e_homo_ha=-0.3439 e_lumo_ha=0.0232 spin_multiplicity=1
H -0.764 -1.301 0.708
N 0.268 -1.337 0.637
C 0.658 -0.173 0.229
N 1.989 0.036 0.019
C -0.326 0.962 0.004
N -1.604 0.866 -0.210
O -2.064 -0.452 -0.230
H 2.492 -0.848 0.014
H 2.233 0.626 -0.767
H 0.132 1.963 0.032
H -3.013 -0.342 -0.436

Short version: #Q, #P, most stable first.

#P
30
Properties=species:S:1:pos:R:3 method="wB97M-V/def2-TZVPD" orbital_gap_ha=0.3384 total_charge=+1 e_homo_ha=-0.4363 e_lumo_ha=-0.0979 spin_multiplicity=1
C -3.084 -1.030 0.494
C -2.301 -1.816 -0.559
C -0.347 2.677 0.942
C 0.645 2.820 -0.156
C -0.493 -0.766 1.019
C 0.646 0.240 0.597
C -1.675 -0.639 0.059
C -0.139 1.600 0.007
C 2.759 -0.869 0.010
C 0.964 -1.015 -1.518
N 1.615 -0.163 -0.448
S -1.505 0.949 -0.949
H -3.888 -0.343 0.239
H -3.221 -1.436 1.437
H -1.712 -2.744 -0.458
H -2.793 -1.735 -1.464
H -0.130 2.537 2.100
H -1.201 3.220 0.765
H 0.441 3.466 -0.977
H 1.799 2.757 -0.068
H -0.255 -1.777 1.043
H -0.915 -0.435 1.999
H 1.108 0.491 1.517
H 2.648 -1.793 0.538
H 3.439 -1.079 -0.865
H 3.437 -0.326 0.713
H 0.405 -1.839 -1.047
H 0.198 -0.491 -2.013
H 1.707 -1.230 -2.157
H 1.849 0.770 -0.798

#Q
30
Properties=species:S:1:pos:R:3 method="wB97M-V/def2-TZVPD" orbital_gap_ha=0.3555 total_charge=+1 e_homo_ha=-0.4490 e_lumo_ha=-0.0935 spin_multiplicity=1
C 0.164 0.360 -0.046
C 1.964 0.757 -0.588
C 2.311 1.217 -1.767
C -0.561 1.395 0.374
C 1.242 -1.807 0.070
C 1.938 -1.167 1.311
C -1.672 1.305 1.367
C -0.006 2.843 0.231
C -1.114 -1.551 0.534
C -0.190 -1.391 -1.764
N 0.002 -1.032 -0.317
S 3.015 0.187 0.765
H 3.320 1.460 -1.917
H 1.670 1.378 -2.579
H 1.987 -1.703 -0.667
H 0.772 -2.733 0.198
H 1.124 -1.012 2.050
H 2.491 -1.937 1.783
H -2.708 1.174 0.955
H -1.361 0.572 2.167
H -1.610 2.190 1.890
H 0.883 2.940 -0.455
H -0.893 3.377 0.125
H 0.504 2.974 1.174
H -1.328 -2.565 0.179
H -0.926 -1.464 1.590
H -2.143 -1.057 0.600
H 0.454 -0.689 -2.299
H 0.065 -2.392 -1.964
H -1.213 -1.200 -1.917

Short version: #P, #Q, most stable first.

#P
15
Properties=species:S:1:pos:R:3 method="wB97M-V/def2-TZVPD" smiles="S=C1SCC[C@H]2N[C@H]12" orbital_gap_ha=0.3192 e_homo_ha=-0.3201 e_lumo_ha=-0.0009 spin_multiplicity=1
S 3.352 -0.216 -0.152
C 1.776 -0.362 0.205
S 0.850 -1.865 -0.046
C -0.930 -1.360 0.184
C -1.387 0.046 -0.322
C -0.108 0.841 -0.522
N 0.444 1.999 0.182
C 0.801 0.665 0.633
H -1.177 -1.440 1.250
H -1.485 -2.203 -0.313
H -1.992 0.496 0.463
H -1.961 -0.043 -1.268
H 0.344 0.626 -1.467
H 1.148 2.395 -0.403
H 0.327 0.420 1.577

#Q
15
Properties=species:S:1:pos:R:3 method="wB97M-V/def2-TZVPD" orbital_gap_ha=0.2792 e_homo_ha=-0.2745 e_lumo_ha=0.0047 spin_multiplicity=1
C -0.427 -1.545 -0.872
C 0.060 -0.219 -0.763
C -0.703 2.110 -0.132
C 0.250 1.585 0.689
C 0.447 0.117 0.576
H 0.344 -2.131 0.741
H -0.321 -3.533 -0.110
H -1.038 -1.971 -1.845
H -1.688 2.087 0.120
H -0.600 3.103 -0.605
H 0.150 1.878 1.782
H 1.176 2.120 0.571
N -0.054 -2.491 -0.075
S -0.513 1.021 -1.721
S 0.800 -0.796 1.902

Short version: #P, #Q, most stable first.